No. 1
The following is a DFT calculation (the ωB97M-V functional and the def2-TZVPD basis) of the molecule H3N2PS at a distorted geometry.

XYZ file:
```
7
Properties=species:S:1:pos:R:3:forces:R:3:lowdin_charge:R:1
N -0.1056 -0.3925 0.1603 0.278 -1.381 1.105 -0.590
N -0.1425 -1.5757 0.7761 1.689 1.121 -1.481 -0.058
P -0.6433 1.0156 0.1048 0.813 1.856 -1.361 0.583
S 1.0744 2.0074 -1.2040 -1.887 -0.360 0.971 0.133
H -1.0327 -1.8715 1.1801 1.087 -0.554 -0.062 0.100
H 0.8089 -1.9720 0.5592 -2.425 -0.899 1.074 0.128
H 0.0408 2.7888 -1.5765 0.446 0.217 -0.247 -0.297
```
Positions in Å, forces in eV/Å.

Computed properties:
SMILES: N/N=P/S
Calculated total energy: -23150.6927 eV
M: 94.08 Da
Relative energy (zero: lowest compared OMol25 entry of this formula, charge and spin): 50.9 kJ/mol
Total charge: 0
Frontier orbital gap: 8.58 eV
2S+1: 1

=====

No. 2
The following is a DFT calculation (the ωB97M-V functional and the def2-TZVPD basis) of the molecule H3N3O2 at a distorted geometry.

XYZ file:
```
8
Properties=species:S:1:pos:R:3:forces:R:3:lowdin_charge:R:1
N -1.2559 -0.1866 0.0966 0.446 -1.542 2.278 0.066
N -0.0413 0.4896 0.0616 -2.877 4.393 -0.126 -0.046
N 1.1256 -0.0572 0.0844 1.107 -0.456 0.133 -0.497
O 1.1218 -1.2712 0.1577 0.651 -0.798 -0.051 0.045
O 2.0834 0.7015 0.0799 0.316 -0.140 -0.070 0.039
H -1.6814 -0.0363 -0.7505 -1.266 0.216 -2.516 0.046
H -1.2056 -1.2191 0.2502 0.729 1.443 0.031 0.118
H -0.1466 1.5793 0.0202 0.895 -3.117 0.321 0.228
```
Positions in Å, forces in eV/Å.

Computed properties:
SMILES: NN[N+](=O)[O-]
Calculated total energy: -8609.1970 eV
M: 77.04 Da
Relative energy (zero: lowest compared OMol25 entry of this formula, charge and spin): 64.8 kJ/mol
Total charge: 0
Frontier orbital gap: 10.73 eV
2S+1: 1

=====

No. 3
The following is a DFT calculation (the ωB97M-V functional and the def2-TZVPD basis) of the ion H3N3O2P with charge -1 at a distorted geometry.

XYZ file:
```
9
Properties=species:S:1:pos:R:3:forces:R:3:lowdin_charge:R:1
N -2.1751 -0.0117 -0.4380 1.346 0.019 1.248 -0.087
N -1.1916 -0.3672 0.2646 -0.026 1.183 -1.466 -0.179
N 1.7206 -0.4293 0.3201 -0.603 0.102 1.428 -0.142
O 0.5096 0.0700 -1.9362 -0.346 0.213 -0.566 -0.406
O 0.3367 1.6790 0.2401 -0.137 0.134 -0.968 -0.434
P 0.3925 0.3826 -0.5059 0.342 -0.863 2.421 0.214
H -2.9930 -0.0545 0.1944 -0.275 -0.648 -0.235 0.008
H 1.5087 -1.3798 0.6558 0.043 0.437 -0.593 0.004
H 1.8917 0.1109 1.2051 -0.342 -0.576 -1.268 0.022
```
Positions in Å, forces in eV/Å.

Computed properties:
SMILES: [H]/N=N/[P@@](N)(=O)[O-]
Calculated total energy: -17905.0805 eV
M: 108.02 Da
Relative energy (zero: lowest compared OMol25 entry of this formula, charge and spin): 102.3 kJ/mol
Total charge: -1
Frontier orbital gap: 8.80 eV
2S+1: 1

=====

No. 4
The following is a DFT calculation (the ωB97M-V functional and the def2-TZVPD basis) of the ion H3N4O with charge -1 at a distorted geometry.

XYZ file:
```
8
Properties=species:S:1:pos:R:3:forces:R:3:lowdin_charge:R:1
N 2.0414 -0.4795 0.2717 -3.237 1.062 -0.675 -0.101
N -0.2279 -0.8115 0.0840 -3.502 -3.076 -0.115 -0.111
N -1.5503 -0.2988 0.0709 -0.672 1.489 -1.616 -0.060
N 0.5915 0.0773 0.0640 5.735 -0.295 0.890 -0.521
O 0.2930 1.2892 -0.0522 0.316 1.291 -0.101 -0.191
H 2.5028 0.4017 0.4342 0.223 0.699 -0.034 -0.126
H -1.4326 0.6942 -0.3528 -0.532 -1.781 0.817 0.057
H -2.2179 -0.8726 -0.5200 1.669 0.612 0.834 0.053
```
Positions in Å, forces in eV/Å.

Computed properties:
SMILES: [NH-][N+](=O)[N-]N
Calculated total energy: -8052.6565 eV
M: 75.05 Da
Relative energy (zero: lowest compared OMol25 entry of this formula, charge and spin): 68.2 kJ/mol
Total charge: -1
Frontier orbital gap: 7.31 eV
2S+1: 1